C26H26N4O8PtS2Se | wB97M-V/def2-TZVPD

Computed properties:
- frontier orbital gap (eV) = 6.61
- LUMO (eV) = 4.43
- energy relative to the best compared isomer or geometry (same formula, charge and spin) (kcal per mole) = 0.0
- electronic energy (a.u.) = -5144.6205
- net charge = -2

Each line ends with the Löwdin charge.
Atoms and positions in Å:
Pt -0.24379 0.01062 0.62912  1.1423
C -5.85418 1.08946 2.01062  -0.0627
C -4.50330 0.68071 2.53442  -0.2809
C -4.11117 -0.65330 2.52493  -0.0388
C -2.83309 -1.02410 2.91421  -0.0755
C -1.93198 -0.04685 3.30092  -0.3013
C -2.31508 1.28411 3.36360  -0.0617
C -3.59685 1.64124 2.97892  -0.0492
S -0.27856 -0.49217 3.77207  0.5790
O -0.38662 -1.65971 4.62450  -0.3341
O 0.29970 0.67550 4.42499  -0.3519
N 0.46496 -0.82472 2.38235  -0.3570
C 1.91439 -0.65561 2.46903  -0.2113
C 2.41132 0.45011 1.54044  -0.6255
O 3.61412 0.68855 1.44182  -0.0016
O 1.49699 1.07191 0.87628  -0.1804
H -6.56618 0.26473 2.06766  0.0676
H -5.77612 1.39027 0.96313  0.0806
H -6.25997 1.93555 2.56914  0.0664
H -4.79637 -1.41382 2.16694  0.1120
H -2.51478 -2.05657 2.87624  0.0917
H -1.59014 2.02303 3.67698  0.1069
H -3.88895 2.68591 2.99071  0.1036
H 2.43999 -1.58132 2.21854  0.1113
H 2.23181 -0.36001 3.47136  0.1060
C 1.97153 -4.06142 -4.27773  -0.0653
C 0.95837 -3.84070 -3.18796  -0.3057
C 1.36393 -3.74660 -1.85844  -0.0563
C 0.45809 -3.45202 -0.85629  -0.0577
C -0.88136 -3.26107 -1.17184  -0.2701
C -1.30889 -3.38283 -2.48426  -0.0728
C -0.38802 -3.67064 -3.48438  -0.0571
S -1.97591 -2.66397 0.10671  0.5353
O -1.42290 -3.12944 1.35055  -0.3279
O -3.30798 -3.10288 -0.25977  -0.3291
N -1.85833 -1.08531 0.00473  -0.3522
C -2.52202 -0.49912 -1.15387  -0.1966
C -2.22056 0.97765 -1.28017  -0.6500
O -2.94494 1.71349 -1.93470  0.0110
O -1.12925 1.36874 -0.69652  -0.2329
H 2.70628 -4.81703 -3.99218  0.0695
H 2.51139 -3.13305 -4.48133  0.0721
H 1.49314 -4.38116 -5.20490  0.0659
H 2.41247 -3.87164 -1.61115  0.1109
H 0.77356 -3.33292 0.17268  0.1088
H -2.35884 -3.25628 -2.71463  0.1075
H -0.72091 -3.74269 -4.51449  0.1033
H -3.59932 -0.66106 -1.13587  0.1151
H -2.12843 -0.91696 -2.09446  0.1077
C 4.27831 0.77463 -1.76545  -0.0422
N 3.20160 1.73422 -1.69058  -0.0659
C 1.91508 1.47940 -2.05897  -0.7765
Se 1.25694 0.03125 -2.97195  0.5919
N 1.16805 2.52330 -1.63697  0.1146
C 1.94797 3.41487 -0.93856  -0.1871
C 1.65198 4.60331 -0.29453  -0.0076
C 2.70343 5.28019 0.31031  -0.1128
C 4.00529 4.78142 0.27384  -0.1117
C 4.30026 3.58495 -0.36830  -0.0165
C 3.25165 2.91763 -0.97333  -0.1739
H 4.06647 0.09363 -2.58673  0.0411
H 4.34313 0.22827 -0.82246  0.0859
H 5.21587 1.30105 -1.95136  0.0822
H 0.14810 2.40084 -1.55483  0.1190
H 0.63673 4.97417 -0.25088  0.1114
H 2.50422 6.20556 0.83684  0.0877
H 4.79733 5.32356 0.77552  0.0873
H 5.30031 3.17315 -0.36027  0.1041

=====

CH8O4 | wB97M-V/def2-TZVPD

Computed properties:
- frontier orbital gap (eV) = 10.67
- LUMO (eV) = 0.04
- energy relative to the best compared isomer or geometry (same formula, charge and spin) (kcal per mole) = 19.7
- electronic energy (a.u.) = -343.8057

Each line ends with the Löwdin charge.
Atoms and positions in Å:
O 1.09936 -1.20350 -1.86134  -0.0070
C 1.03917 -0.40939 -2.75844  -0.1415
H 1.74158 -0.30737 -3.59773  0.0861
H 0.24681 0.36384 -2.72022  0.0735
H -2.72571 2.24191 0.83951  0.0159
H -3.12255 0.86008 1.31156  0.0241
O -3.47785 1.71689 1.10150  -0.0401
H 0.69933 0.82560 -0.42268  0.0280
H -0.34651 1.96676 -0.54536  0.0333
O 0.61052 1.79704 -0.51816  -0.0722
H 1.04937 -2.89199 2.47712  0.0448
H 1.46111 -2.04077 3.50441  0.0317
O 1.72538 -2.91910 3.18983  -0.0766

=====

C5H7N3O2 | wB97M-V/def2-TZVPD

Computed properties:
- frontier orbital gap (eV) = 9.33
- LUMO (eV) = 0.46
- energy relative to the best compared isomer or geometry (same formula, charge and spin) (kcal per mole) = 59.7
- electronic energy (a.u.) = -509.4044

Each line ends with the Löwdin charge.
Atoms and positions in Å:
C -0.96651 -0.22491 -1.56619  -0.2124
C -0.45119 0.47063 -0.52240  -0.3407
C -0.32860 -2.63220 1.31990  -0.4265
C -1.19667 1.24144 0.46642  -0.0334
C 1.84354 0.75085 0.37267  0.0126
N 1.31461 -0.43856 -1.65126  0.0992
N -0.09735 -0.84175 -2.36314  0.0723
N 0.88106 0.25893 -0.56857  -0.2006
O 0.63718 -3.23983 1.22798  0.2244
O -1.22964 -1.93412 1.49988  0.1979
H -2.01879 -0.37588 -1.82759  0.1172
H -1.23227 0.95221 1.59559  0.1284
H -1.04683 2.23311 0.29240  0.0474
H -2.18684 1.09182 0.12582  0.0666
H 1.55664 0.48429 1.29659  0.0537
H 2.74604 0.35987 0.01371  0.0792
H 1.77562 1.84410 0.28821  0.1146

=====

C29H70Br10Cl6N4O4 | wB97M-V/def2-TZVPD

Computed properties:
- frontier orbital gap (eV) = 9.08
- LUMO (eV) = 0.20
- energy relative to the best compared isomer or geometry (same formula, charge and spin) (kcal per mole) = 0.0
- electronic energy (a.u.) = -30168.0976

Each line ends with the Löwdin charge.
Atoms and positions in Å:
Br 6.35435 -1.87064 -1.33323  0.6096
C 5.74557 -3.38610 -0.20517  -0.6196
C 4.47933 -2.91431 0.52594  -0.6180
Br 4.89693 -1.60705 1.99354  0.6661
H 6.52328 -3.80748 0.43178  0.0632
H 5.52951 -4.23209 -0.85764  0.0623
H 3.87139 -3.76349 0.83801  0.0378
H 3.84504 -2.40176 -0.19730  -0.0028
Br 2.85236 -1.52060 -4.06330  0.6390
C 3.13306 0.09883 -3.07243  -0.7599
C 3.93816 1.12556 -3.85176  -0.6431
Br 4.19799 2.69393 -2.68916  0.6413
H 3.59402 -0.22744 -2.14013  0.0111
H 2.19908 0.58613 -2.79259  0.0309
H 3.47400 1.48401 -4.77055  0.0618
H 4.90899 0.66996 -4.04672  0.0544
Br 2.95372 1.10873 0.99150  0.6036
C 4.92938 1.59895 0.86528  -0.6071
C 5.38737 1.83964 2.33819  -0.6608
Br 7.33584 2.34264 2.28150  0.5692
H 5.01862 2.52192 0.29233  0.0209
H 5.49198 0.79067 0.39809  0.0065
H 5.37293 0.95568 2.97577  -0.0075
H 4.81800 2.59226 2.88362  0.0523
Br -0.75692 -0.64664 -4.90190  0.6713
C -2.68215 -0.38621 -4.73861  -0.6532
C -2.87243 1.14743 -4.60166  -0.6997
Br -4.77390 1.55533 -4.35007  0.6620
H -2.98951 -0.92714 -3.84362  0.0128
H -3.23694 -0.81645 -5.57240  0.0632
H -2.43184 1.65690 -5.45865  0.0519
H -2.22751 1.55566 -3.82349  -0.0008
Br 0.96452 -1.66322 -0.48409  0.6828
C 0.05366 0.03496 -1.03955  -0.6442
C -1.15935 0.24326 -0.20540  -0.6257
Br -2.10244 1.82566 -0.85010  0.8473
H -0.19141 -0.02949 -2.09969  0.0042
H 0.77103 0.85479 -1.00280  0.0093
H -0.89338 0.36334 0.84481  0.0297
H -1.80973 -0.63120 -0.22590  0.0388
C -4.73284 4.45724 1.43184  -0.0520
C -3.34927 4.32910 2.22418  -0.3945
C -3.33794 2.98727 2.94713  -0.2067
O -3.52834 1.85242 2.08374  -0.2398
C -3.61022 0.60537 2.83546  -0.0700
N -2.30572 4.44347 1.23588  0.0356
H -4.91433 3.66058 0.71039  0.0543
H -4.90600 5.42050 0.95202  0.0566
H -5.51916 4.45951 2.18670  0.0671
H -3.33084 5.14758 2.94381  0.1364
H -4.11565 3.07343 3.70598  0.1192
H -2.38501 2.93982 3.47417  0.1196
H -4.39934 0.62178 3.58721  0.0890
H -2.65086 0.28585 3.24244  0.0495
H -3.96418 -0.16662 2.15220  0.0769
H -2.31166 3.54517 0.77422  -0.0660
H -1.39542 4.41907 1.67275  0.0181
C 1.02898 -4.08020 2.32424  -0.0669
C 1.20284 -5.04847 1.09116  -0.4158
C 2.20358 -6.23684 1.29801  -0.2164
O 2.19741 -6.90836 0.08613  -0.1719
C 2.84279 -8.14686 0.20264  -0.1169
N -0.08377 -5.61956 0.79257  0.0478
H 1.98382 -3.59879 2.53550  0.0496
H 0.57121 -4.45768 3.23860  0.0782
H 0.38870 -3.20853 2.18881  0.0168
H 1.46591 -4.43232 0.23137  0.0797
H 1.80440 -6.82790 2.12227  0.1262
H 3.20381 -5.88127 1.54543  0.1142
H 3.88992 -8.24080 -0.08510  0.0883
H 2.27516 -8.89967 -0.34432  0.0870
H 2.66241 -8.59528 1.17961  0.0845
H -0.76581 -4.90313 0.58849  0.0204
H -0.01444 -6.01559 -0.13395  0.0671
C -4.05256 -4.47283 -1.81739  -0.0657
C -2.64184 -4.55294 -1.25808  -0.4178
C -1.59261 -3.89889 -2.14405  -0.2255
O -1.24208 -4.71279 -3.23572  -0.1726
C 0.04690 -4.46734 -3.84850  -0.0859
N -2.65946 -3.91966 0.06702  0.0257
H -4.17131 -5.40716 -2.36604  0.0798
H -4.15289 -3.61414 -2.48123  0.0550
H -4.84036 -4.44429 -1.06462  0.0770
H -2.40875 -5.58805 -1.00844  0.1358
H -0.67509 -3.81134 -1.56217  0.0611
H -1.87622 -2.88463 -2.42503  0.1122
H 0.96896 -4.75382 -3.34268  0.0806
H 0.16506 -3.39488 -4.00328  0.0149
H 0.05583 -4.94119 -4.83007  0.0889
H -3.22099 -4.34927 0.78828  0.0864
H -3.06227 -3.00746 -0.09340  0.0271
C 1.11934 4.37445 -0.17335  -0.0673
C 1.29745 4.77421 1.26513  -0.4665
C 1.02551 6.23603 1.49693  -0.1762
O 1.34054 6.51373 2.87432  -0.1965
C 1.67700 7.81417 3.28527  -0.1153
N 0.53344 3.86592 2.08743  0.0575
H 1.18654 3.28785 -0.22695  0.0312
H 1.83759 4.74382 -0.90533  0.0760
H 0.13597 4.71620 -0.49630  0.0724
H 2.36888 4.65061 1.42284  0.1293
H -0.01118 6.46421 1.24932  0.1210
H 1.60205 6.88570 0.83842  0.1287
H 1.65996 8.00152 4.35891  0.0871
H 0.89856 8.46109 2.88077  0.0803
H 2.60386 8.17562 2.83986  0.0835
H 1.06445 3.01052 2.00738  0.0176
H 0.46901 4.06235 3.07605  0.0890
C 1.73865 -0.81050 4.18390  -0.9937
Cl 2.21295 0.61828 5.15639  0.4930
Cl 0.15521 -0.52913 3.40132  0.5130
H 2.43948 -1.06587 3.38909  -0.0508
H 1.64490 -1.66644 4.85225  0.0316
C -5.31058 0.73294 -0.87093  -0.9913
Cl -4.69900 -0.90856 -1.31281  0.5201
Cl -6.91528 0.76077 0.00317  0.4750
H -4.56792 1.09195 -0.15841  -0.0690
H -5.40055 1.41300 -1.71799  -0.0486
C -3.38625 5.33926 -2.19083  -1.0259
Cl -2.68885 5.27776 -3.82425  0.4885
Cl -5.14788 5.35889 -2.30804  0.5026
H -3.03916 4.49323 -1.59764  -0.0276
H -3.09767 6.28154 -1.72508  0.0289

=====

C2H4N4 | wB97M-V/def2-TZVPD

Computed properties:
- frontier orbital gap (alpha / beta) (eV) = 8.08 / 8.15
- LUMO (alpha / beta) (eV) = 0.34 / -1.56
- energy relative to the best compared isomer or geometry (same formula, charge and spin) (kcal per mole) = 80.0
- spin multiplicity = 3
- electronic energy (a.u.) = -297.3294

Each line ends with the Löwdin charge.
Atoms and positions in Å:
C -1.54226 0.76058 1.00784  -0.0994
C 0.41217 -0.53848 -0.08938  -0.2300
N -2.74311 -0.50404 2.61312  0.0786
N -2.62396 0.66849 1.79267  -0.1809
N -2.46520 0.47921 3.25466  0.1124
N -0.55427 -0.63464 0.92344  0.0191
H -1.33706 1.61673 0.39879  0.0679
H 1.27423 -1.12532 0.23272  0.0736
H 0.03714 -0.99843 -1.01153  0.0903
H 0.72403 0.48773 -0.31477  0.0686

=====

C36H48FeNO2PS | wB97M-V/def2-TZVPD

Computed properties:
- frontier orbital gap (alpha / beta) (eV) = 5.50 / 5.55
- LUMO (alpha / beta) (eV) = 4.43 / 4.43
- energy relative to the best compared isomer or geometry (same formula, charge and spin) (kcal per mole) = 0.2
- spin multiplicity = 5
- electronic energy (a.u.) = -3609.1367
- net charge = -2

Each line ends with the Löwdin charge.
Atoms and positions in Å:
Fe 0.04435 -0.33117 0.12433  0.4215
O 0.35168 -0.30974 4.31457  -0.0222
C -0.10802 -0.67132 3.22323  -0.6228
O -0.09269 0.04573 2.17341  -0.1928
C -0.83341 -2.02281 3.17685  -0.1393
C -0.70750 -2.78902 4.34057  -0.0535
C -1.33475 -4.00858 4.50928  -0.1294
C -2.13936 -4.48782 3.47888  -0.1392
C -2.27117 -3.75509 2.31843  -0.1737
C -1.62261 -2.51822 2.11492  -0.6071
S -1.87810 -1.80394 0.52244  0.5787
H -0.08648 -2.36762 5.11977  0.1014
H -1.20186 -4.57550 5.42396  0.0788
H -2.65279 -5.43958 3.57458  0.0832
H -2.87774 -4.13324 1.50399  0.0731
C 1.11253 -5.17831 1.23229  -0.0519
C 2.15740 -4.11724 0.99248  -0.2842
C 3.52304 -4.41224 1.10747  -0.0698
C 4.44555 -3.39389 0.92105  -0.3133
C 5.92468 -3.67998 1.03057  -0.0813
C 4.03066 -2.09637 0.64038  -0.0248
C 2.65579 -1.74567 0.53421  -0.2705
C 1.75551 -2.83710 0.69752  -0.0043
N 2.11899 -0.52761 0.29187  -0.0367
C 2.92666 0.68964 0.27969  -0.6207
C 1.95420 1.86008 0.09136  -0.0958
C 3.63060 0.94638 1.62559  -0.0413
C 3.90362 0.73949 -0.90990  -0.0494
H 1.56522 -6.17105 1.29526  0.0597
H 0.36800 -5.18419 0.43374  0.0786
H 0.57399 -4.98563 2.16401  0.0663
H 3.85172 -5.42060 1.34151  0.0867
H 6.10568 -4.74016 1.21861  0.0573
H 6.37813 -3.11089 1.84700  0.0676
H 6.45104 -3.40481 0.11227  0.0664
H 4.80168 -1.35384 0.50382  0.0734
H 0.68967 -2.64351 0.61003  0.0544
H 1.24414 1.88363 0.92358  0.0509
H 1.40463 1.75284 -0.84841  0.0539
H 2.49274 2.81301 0.07155  0.0826
H 2.87863 0.92870 2.41793  0.0857
H 4.11492 1.92928 1.61785  0.0698
H 4.38221 0.19926 1.86719  0.0575
H 3.32948 0.64630 -1.83474  0.0760
H 4.63530 -0.06589 -0.89073  0.0511
H 4.44298 1.69348 -0.92589  0.0696
C -2.88023 1.55942 2.80951  -0.1070
C -2.17880 2.62379 1.96070  -0.5509
C -0.89061 3.09336 2.64369  -0.1227
P -1.78325 1.97191 0.26365  1.0894
C -3.49035 1.51047 -0.32389  -0.5506
C -4.56504 2.59535 -0.31871  -0.1237
C -3.48886 0.75844 -1.65507  -0.1414
C -1.26397 3.54846 -0.60426  -0.5380
C -1.91103 4.87182 -0.19516  -0.1259
C -1.31133 3.37636 -2.12355  -0.1228
H -2.88782 1.86934 3.85865  0.0765
H -2.36079 0.60327 2.74249  0.0582
H -3.91596 1.40975 2.49686  0.0628
H -2.85342 3.48119 1.86025  0.0758
H -0.22368 2.24499 2.80635  0.0572
H -1.12598 3.53690 3.61670  0.0729
H -0.36293 3.84717 2.05218  0.0563
H -3.74512 0.75992 0.43216  0.0710
H -4.41507 3.29503 -1.14459  0.0586
H -4.58704 3.16663 0.61129  0.0570
H -5.55277 2.14171 -0.45548  0.0694
H -3.26669 1.41709 -2.49697  0.0538
H -4.47789 0.31821 -1.82450  0.0735
H -2.75075 -0.04081 -1.65776  0.0207
H -0.20524 3.60567 -0.32541  0.0771
H -2.97799 4.88766 -0.41954  0.0566
H -1.44582 5.69278 -0.75260  0.0699
H -1.78666 5.08513 0.86707  0.0532
H -2.33832 3.45523 -2.48969  0.0613
H -0.91330 2.40896 -2.43567  0.0453
H -0.72873 4.16443 -2.61167  0.0722
C -0.10264 -0.16455 -1.98859  -0.0764
C -0.20247 -0.04044 -3.20397  -0.1774
C -0.33426 0.18257 -4.60648  -0.2708
C -1.58810 0.12193 -5.23405  -0.0486
C -1.72177 0.36190 -6.59231  -0.1165
C -0.61101 0.66754 -7.36969  -0.1368
C 0.63854 0.72790 -6.76391  -0.1182
C 0.77703 0.48974 -5.40601  -0.0498
H -2.45354 -0.11728 -4.62914  0.1042
H -2.70379 0.30950 -7.04917  0.0886
H -0.71727 0.85521 -8.43155  0.0810
H 1.51565 0.96381 -7.35621  0.0881
H 1.75018 0.53730 -4.93432  0.1066